C33H27N10OP2PdSe2 | ωB97M-V with the def2-TZVPD basis set

```
! RIJCOSX wB97M-V def2-TZVPD def2/J DEFGRID3
* xyz 1 5
Pd -0.80318 0.48330 -0.12900
N -1.26628 1.13172 3.37133
C 0.01258 0.82875 2.94785
N 1.05238 0.77064 3.76607
N 2.06758 0.42265 2.97776
N 1.64652 0.25604 1.75655
N 0.34331 0.51775 1.70288
C -2.37385 1.13989 2.63386
N -3.60195 1.37294 3.17019
N -4.42127 1.29248 2.18253
N -3.74214 1.01420 1.02856
N -2.48165 0.92570 1.29801
H -1.38199 1.30846 4.36372
O -1.91610 1.73139 -2.72414
N -2.00739 0.56550 -1.99359
C -2.72786 -0.29981 -2.58292
C -3.10029 -1.65976 -2.14732
C -4.10712 -2.23434 -2.92866
C -4.57459 -3.51434 -2.69146
C -4.02170 -4.26973 -1.66795
C -3.01327 -3.72425 -0.89120
C -2.55041 -2.42789 -1.10388
P -1.19344 -1.87515 -0.02987
C -1.72334 -2.19917 1.66817
C -0.76072 -2.24866 2.67984
C -1.15002 -2.32387 4.00884
C -2.49878 -2.32538 4.34038
C -3.45921 -2.25855 3.34015
C -3.07664 -2.19940 2.00818
C 0.15331 -3.01435 -0.44049
C 0.55891 -4.07610 0.36134
C 1.58609 -4.90928 -0.06199
C 2.20317 -4.69596 -1.28459
C 1.78821 -3.64956 -2.09888
C 0.77071 -2.81126 -1.67696
H -1.41842 2.34540 -2.15217
H -3.15904 0.01148 -3.53237
H -4.53307 -1.65684 -3.73949
H -5.36076 -3.92310 -3.31139
H -4.36659 -5.27704 -1.47815
H -2.57317 -4.31817 -0.09853
H 0.29495 -2.21953 2.43575
H -0.39587 -2.37235 4.78382
H -2.80186 -2.37783 5.37778
H -4.51056 -2.24839 3.59524
H -3.83428 -2.13651 1.23730
H 0.07516 -4.26729 1.30934
H 1.89889 -5.73158 0.56763
H 3.00267 -5.34882 -1.60815
H 2.25620 -3.48916 -3.06109
H 0.43683 -2.00442 -2.32244
Se 1.68590 0.50078 -1.11292
P 1.60674 2.72727 -0.72350
Se -0.40215 3.28585 -0.20626
C 2.16795 3.42754 -2.28690
C 1.30287 4.18519 -3.06963
C 1.75189 4.71398 -4.27062
C 3.05445 4.48435 -4.68708
C 3.91863 3.72700 -3.90473
C 3.47972 3.19620 -2.70555
C 2.79945 3.04959 0.58154
C 2.50178 4.02540 1.52787
C 3.41387 4.30076 2.53490
C 4.60930 3.60092 2.60045
C 4.90194 2.62306 1.65906
C 3.99954 2.34260 0.64933
H 0.29009 4.37004 -2.73664
H 1.08217 5.30749 -4.87781
H 3.40193 4.89864 -5.62408
H 4.93549 3.55308 -4.22933
H 4.15894 2.61206 -2.09832
H 1.56131 4.55981 1.48508
H 3.18334 5.05651 3.27327
H 5.31189 3.80782 3.39647
H 5.82536 2.06415 1.72363
H 4.21697 1.54945 -0.05462
*
```

Output
Frontier orbital gap (spin up / spin down) in eV: 7.43 / 5.96
HOMO (spin up / spin down) in eV: -10.246 / -11.513



C39H42N8S5Sb3Tc | ωB97M-V with the def2-TZVPD basis set

```
! RIJCOSX wB97M-V def2-TZVPD def2/J DEFGRID3
* xyz 4 1
Tc 0.54475 0.16615 0.14707
C 1.75250 3.27204 2.45092
C 3.25691 3.15259 2.22267
C 3.76483 1.71484 2.13534
Sb 3.22551 0.58103 0.43168
C 4.46286 -1.10598 0.54230
C 4.31647 -2.13264 -0.38593
C 5.27016 -3.14057 -0.44216
C 6.36332 -3.11389 0.41830
C 6.51244 -2.07852 1.33143
C 5.56070 -1.06534 1.40086
C 4.06484 1.59062 -1.19921
C 3.74529 1.19708 -2.49770
C 4.42438 1.77212 -3.56585
C 5.41309 2.72643 -3.33522
C 5.73220 3.10558 -2.03603
C 5.05743 2.54059 -0.95639
Sb 0.65695 2.99204 0.65304
C -1.22865 3.88639 0.57946
C -2.18084 3.74259 1.59250
C -3.42772 4.32998 1.43737
C -3.71819 5.04691 0.27907
C -2.75863 5.19615 -0.71820
C -1.50560 4.60873 -0.58038
C 1.73880 4.23654 -0.60758
C 2.15795 3.91879 -1.89096
C 2.79872 4.89298 -2.64580
C 3.00908 6.16066 -2.11399
C 2.57473 6.46977 -0.82591
C 1.93514 5.50439 -0.06054
H 1.45860 4.27813 2.76253
H 1.39134 2.56698 3.18657
H 3.73758 3.60587 3.09238
H 3.58400 3.74041 1.36679
H 3.45348 1.12371 2.99684
H 4.85273 1.69582 2.10933
H 3.50484 -2.13593 -1.09380
H 5.17426 -3.93828 -1.17203
H 7.11108 -3.89770 0.36643
H 7.37517 -2.05020 1.98805
H 5.69505 -0.26873 2.12391
H 2.99361 0.43972 -2.69294
H 4.19545 1.46675 -4.57946
H 5.94263 3.16798 -4.17173
H 6.51180 3.83668 -1.86068
H 5.31857 2.85099 0.05031
H -1.94667 3.24334 2.52766
H -4.16474 4.25432 2.23039
H -4.69312 5.50721 0.16154
H -2.97727 5.78629 -1.60192
H -0.76691 4.74263 -1.35748
H 2.00321 2.93815 -2.31790
H 3.13088 4.65879 -3.65133
H 3.50990 6.91751 -2.70679
H 2.72456 7.46366 -0.41964
H 1.58360 5.76847 0.93532
N -0.73545 1.21226 3.25295
C 0.18156 0.22983 3.39026
N 0.54214 -0.10246 4.60557
C 1.38601 -1.14725 4.70095
N 1.89507 -1.44264 5.87384
N 1.69792 -1.98351 3.66081
C 1.31279 -1.56178 2.51162
N 0.66886 -0.36888 2.25305
C 1.45942 -2.44380 1.32900
C 1.86015 -3.75045 1.40886
C 1.80600 -4.53113 0.25868
C 1.35773 -3.96134 -0.92125
C 1.00774 -2.62228 -0.94046
N 1.05646 -1.87695 0.17457
H -1.12220 1.55041 4.12413
H -1.37624 1.14812 2.47835
H 1.67699 -0.87677 6.67899
H 2.50003 -2.24232 5.97906
H 2.18752 -4.14394 2.36454
H 2.10467 -5.57465 0.28998
H 1.28352 -4.53854 -1.83641
H 0.67963 -2.13435 -1.84778
S -3.53562 1.81283 -1.92271
Sb -2.28085 0.08683 -2.30069
S 0.23116 1.16580 -1.69648
S -1.84283 -0.75262 0.20652
S -1.61172 -1.55115 -3.56662
S -3.35030 0.29180 1.17769
C -4.36591 -1.12266 1.60474
N -4.16662 -1.78850 2.71743
C -5.09967 -2.85015 3.21221
C -6.47387 -2.64104 2.59733
C -6.34891 -2.48850 1.09416
N -5.36097 -1.40756 0.80030
H -3.39631 -1.49882 3.29613
H -5.13285 -2.76844 4.29392
H -4.68755 -3.82250 2.95668
H -6.94433 -1.75332 3.02503
H -7.10996 -3.49345 2.82577
H -7.28994 -2.20964 0.63150
H -5.99944 -3.40674 0.62525
H -5.49838 -0.81070 -0.00019
*
```

Output
Frontier orbital gap (spin up / spin down) in eV: 4.84 / 4.84
HOMO (spin up / spin down) in eV: -17.840 / -17.840
Energy relative to the best compared isomer or geometry (same formula, charge and spin) in eV: 0.639



C6H15N3O11S2Zn | ωB97M-V with the def2-TZVPD basis set

```
! RIJCOSX wB97M-V def2-TZVPD def2/J DEFGRID3
* xyz -2 1
Zn -0.47132 -0.71219 -1.00171
S -0.07325 -0.88437 -4.43433
O -0.63650 0.07496 -5.32546
O 0.70959 -1.90362 -5.16332
O 0.64631 -0.18297 -3.33801
O -1.03162 -1.49929 -3.53881
S -2.34426 -2.33915 2.58834
O -3.44665 -3.19220 2.15427
O -1.93133 -1.60476 1.39653
O -2.61101 -1.36165 3.64327
O -1.23113 -3.17585 3.07509
O -2.63246 1.85094 -1.02843
C -3.47221 2.38663 -0.31197
N -3.45048 2.20860 1.04583
C -4.42795 3.38963 -0.90988
H -2.80625 1.45992 1.25693
H -4.11684 2.41268 1.77686
H -3.95255 4.36871 -0.85060
H -5.43747 3.47077 -0.50691
H -4.61765 3.15902 -1.95817
O 1.97954 -3.13818 -0.96716
C 3.22047 -3.13022 -1.02757
N 3.88482 -2.25416 -0.23351
C 4.06611 -4.03236 -1.87909
H 4.87946 -2.08073 -0.26003
H 3.39840 -1.49988 0.22968
H 3.41310 -4.46511 -2.63698
H 4.43897 -4.89872 -1.33274
H 4.86618 -3.55128 -2.44172
O 1.22677 0.95999 1.27400
C 1.42601 1.78929 2.17272
N 1.40342 1.43154 3.45768
C 1.62655 3.30966 1.82404
H 1.21985 2.18545 4.10422
H 1.34821 0.46461 3.74421
H 1.69513 3.55218 0.76357
H 2.48450 3.58316 2.43824
H 0.75752 3.84895 2.20092
*
```

Output
Frontier orbital gap in eV: 3.91
HOMO in eV: -1.537
Energy relative to the best compared isomer or geometry (same formula, charge and spin) in eV: 8.331



C12H6Br2Cl3F6N2O5RuS2Si | ωB97M-V with the def2-TZVPD basis set

```
! RIJCOSX wB97M-V def2-TZVPD def2/J DEFGRID3
* xyz 1 5
Ru -0.67677 -0.75007 0.61384
F 0.09342 -0.20178 -2.37869
C 0.16498 -1.27880 -3.17248
F 1.43046 -1.60502 -3.35058
F -0.40708 -1.00072 -4.32668
S -0.78735 -2.69813 -2.38464
O -1.42926 -2.11939 -1.20264
O -1.58793 -3.24561 -3.41157
N 0.36483 -3.71075 -1.88901
S 0.96190 -3.32525 -0.52223
O 1.27172 -1.91380 -0.32751
O 0.15520 -3.85425 0.64537
C 2.50407 -4.34303 -0.41527
F 3.07994 -4.01218 0.72246
F 3.26677 -4.04118 -1.43809
F 2.16523 -5.60996 -0.42517
C -2.52092 1.29489 -1.52038
C -1.63460 2.06842 -0.59975
C -1.76062 3.46653 -0.53401
C -0.97438 4.19500 0.31014
C -0.01585 3.53782 1.09970
C 0.87627 4.19228 2.01544
Br 0.76195 6.03170 2.26521
C 1.83431 3.49386 2.73344
C 1.94474 2.12772 2.60297
Br 3.22110 1.18487 3.56219
C 1.05572 1.38376 1.74501
O 1.11992 0.14282 1.65050
C 0.07198 2.15696 0.97013
N -0.72415 1.44151 0.14631
H -3.52820 1.70924 -1.50419
H -2.57761 0.24273 -1.25756
H -2.14475 1.37597 -2.54329
H -2.49937 3.95540 -1.15445
H -1.08417 5.26900 0.37574
H 2.49737 4.02194 3.40328
Cl -2.24738 -3.78215 2.31823
Si -0.57494 -2.76338 1.89150
Cl -2.47012 -0.26694 1.93117
Cl 0.80359 -2.77002 3.35556
*
```

Output
Frontier orbital gap (spin up / spin down) in eV: 7.80 / 6.59
HOMO (spin up / spin down) in eV: -11.801 / -12.638
Energy relative to the best compared isomer or geometry (same formula, charge and spin) in eV: 0.128



C13H28F6NNaO17S6 | ωB97M-V with the def2-TZVPD basis set

```
! RIJCOSX wB97M-V def2-TZVPD def2/J DEFGRID3
* xyz 0 1
Na 0.31684 -0.57850 -0.10971
C 3.68647 -2.62629 -0.41047
F 3.03775 -2.18612 0.69702
F 4.99140 -2.52480 -0.24927
F 3.40105 -3.92768 -0.60654
S 3.06243 -1.51684 -1.91987
O 3.40677 -0.20456 -1.47480
O 3.74157 -2.09907 -3.09544
N 1.32931 -1.71095 -1.83778
S 0.99485 -1.81386 -3.39503
O 1.46981 -0.83242 -4.37973
O 1.08464 -3.20248 -3.85397
C -0.89291 -1.42942 -3.33624
F -1.46826 -2.28123 -2.53572
F -1.20569 -0.15299 -3.04018
F -1.36492 -1.67877 -4.57127
O 2.88747 3.01504 -1.68268
S 1.50523 2.66267 -2.12131
O 0.71047 1.51517 -1.55588
O 0.56236 4.05913 -2.05675
C 0.99961 5.20998 -1.28748
C -0.19590 5.96649 -0.81477
C 1.51272 2.43375 -3.84846
H 1.53206 5.83988 -2.00009
H 1.70793 4.77073 -0.58502
H -0.82171 5.27824 -0.24665
H -0.78020 6.36160 -1.64578
H 0.12155 6.82526 -0.22329
H 2.36240 1.77871 -4.04100
H 1.73553 3.38176 -4.33809
H 0.51826 2.05450 -4.08363
O 2.70702 0.00336 3.99966
S 2.47639 0.74831 2.73536
O 1.44755 0.31548 1.78935
O 2.23765 2.37064 3.15312
C 1.08354 2.71498 3.89715
C -0.20036 2.82763 3.03196
C 4.10971 0.99400 1.91662
H 1.26324 3.67740 4.37629
H 0.84537 2.03160 4.71224
H -0.01440 3.31210 2.07341
H -0.98375 3.36627 3.56512
H -0.59642 1.84026 2.79459
H 4.41742 0.00039 1.59081
H 4.82463 1.52111 2.54841
H 3.98633 1.66669 1.06788
O -1.45938 -2.02018 0.31281
S -2.41663 -3.15418 0.22863
O -3.66763 -3.07764 -0.49668
O -1.61286 -4.48004 -0.42128
C -0.17578 -4.45417 -0.41705
C 0.37632 -5.89642 -0.16524
C -2.87264 -3.75987 1.92023
H 0.31423 -3.85434 0.34988
H 0.15828 -4.24629 -1.43356
H -0.34925 -6.69298 -0.33000
H 0.65836 -6.19120 0.84554
H 1.29009 -6.05076 -0.73908
H -3.59483 -3.09389 2.39248
H -2.02354 -3.66075 2.59647
H -3.18635 -4.80183 1.98349
C -5.44120 0.10825 1.00315
C -4.77047 0.00316 2.35294
O -3.41692 0.40735 2.05928
S -3.29265 1.31328 0.70358
O -2.06925 0.90015 0.00351
O -3.42210 2.75170 0.93348
O -4.57103 0.60943 0.04760
H -6.29561 0.77838 1.09812
H -5.67832 -0.91247 0.70316
H -4.88772 -1.00011 2.76258
H -5.14583 0.69838 3.10386
*
```

Output
Frontier orbital gap in eV: 9.22
HOMO in eV: -9.478
Energy relative to the best compared isomer or geometry (same formula, charge and spin) in eV: 3.758



C9H13Br2N2O3PSiZn | ωB97M-V with the def2-TZVPD basis set

```
! RIJCOSX wB97M-V def2-TZVPD def2/J DEFGRID3
* xyz 2 1
N 4.24879 -1.47098 0.76950
P 3.50091 -0.61407 -0.36275
O 2.60928 -1.73466 -1.23874
O 4.64752 0.06130 -1.35035
Si 2.27275 1.00613 0.52539
Br 3.73042 2.35643 1.63821
Br 0.92530 0.09957 2.12220
C 1.32741 2.07229 -0.75431
C -0.09043 1.37179 -1.01756
C -1.24574 2.08795 -0.26606
O -1.10456 3.04758 0.44693
N -2.63565 1.61257 -0.43817
C -2.55706 0.17831 -0.13461
C -2.35809 -0.19047 1.29503
C -2.22632 -1.63509 1.63786
C -2.29292 -2.59620 0.56783
C -2.51923 -2.21526 -0.86042
C -2.65082 -0.78576 -1.22045
H 4.00143 -1.13207 1.70735
H 2.19909 -1.23078 -1.97210
H 4.96574 -0.63509 -1.96887
H 1.93162 2.00965 -1.70417
H 1.21846 3.13446 -0.41391
H -0.36060 1.37509 -2.11365
H 0.04588 0.29318 -0.71435
H -3.23138 2.03361 0.28033
H -2.27680 0.61393 2.09662
H -2.04259 -1.90144 2.71400
H -2.16531 -3.68115 0.79710
H -2.57604 -2.96906 -1.67613
H -2.80752 -0.43509 -2.26820
Zn -2.48355 -0.12666 3.87644
*
```

Output
Frontier orbital gap in eV: 2.26
HOMO in eV: -14.791



C4H8O2 | ωB97M-V with the def2-TZVPD basis set

```
! RIJCOSX wB97M-V def2-TZVPD def2/J DEFGRID3
* xyz 0 1
C 1.00928 0.17010 -1.02822
C 0.05603 0.28179 0.15372
C 0.69410 0.29360 1.53092
O -0.80031 -0.88953 0.10685
C -1.91113 -0.78459 -0.62340
O -2.32664 0.21465 -1.15197
H 1.80534 0.91994 -0.98602
H 1.46523 -0.82565 -1.04894
H 0.45155 0.31224 -1.95980
H -0.58040 1.16268 0.03492
H -0.08979 0.26265 2.29441
H 1.27077 1.21330 1.67453
H 1.35757 -0.56384 1.68270
H -2.40160 -1.76735 -0.67971
*
```

Output
Frontier orbital gap in eV: 11.67
HOMO in eV: -10.661
Energy relative to the best compared isomer or geometry (same formula, charge and spin) in eV: 0.432
Structure (SMILES): CC(C)OC=O



C5H6N2O3S2 | ωB97M-V with the def2-TZVPD basis set

```
! RIJCOSX wB97M-V def2-TZVPD def2/J DEFGRID3
* xyz 0 1
C 1.18723 0.07243 -0.46322
C 2.41220 -0.55546 -0.22547
C 2.48835 1.92162 0.05913
C 0.12422 2.24988 -0.83866
C -0.08504 -2.04368 0.85660
N 1.29023 1.44792 -0.52807
N 2.88496 -1.88032 -0.26891
O 2.31202 -2.75788 -0.87507
O 2.73900 3.08508 0.28322
O 3.98066 -2.01294 0.20541
S 3.61264 0.59513 0.30349
S -0.28898 -0.74888 -0.51800
H -0.71967 1.75064 -0.36802
H 0.20608 3.25423 -0.72642
H -0.00265 2.27865 -1.92890
H -1.11219 -2.12190 1.14928
H 0.68733 -1.68586 1.61851
H 0.28263 -2.96302 0.45546
*
```

Output
Frontier orbital gap in eV: 7.87
HOMO in eV: -8.692
Energy relative to the best compared isomer or geometry (same formula, charge and spin) in eV: 0.165